Computed, not measured: C40H36F6N4O4S4Ti as an isolated structure, with the ωB97M-V functional and the def2-TZVPD basis.

Last column: Mulliken spin population.
Element x y z (Å)
Ti: 0.4169 0.4952 0.1561  0.88
S: 2.9560 1.2257 0.8133  0.02
S: 1.7685 7.6458 -0.6974  0.00
S: -3.9240 -2.9320 -0.7556  0.00
S: 0.9698 1.1463 2.7044  0.00
F: 5.0464 -0.7157 1.9658  0.06
F: 3.0221 2.5086 3.7734  0.00
F: 1.3633 3.7861 3.1470  0.00
F: 5.9646 0.7454 0.6583  0.05
F: 6.0968 0.9967 2.8102  0.07
F: 1.1925 2.5475 4.8812  0.00
O: 0.0034 1.7310 1.7037  -0.02
O: 2.6675 2.6106 1.2201  0.04
O: 0.3090 0.4320 3.7509  0.00
O: 2.1382 0.8980 -0.4776  0.05
N: 0.2943 2.6866 -0.9249  0.00
N: 2.0143 0.2595 1.9138  0.01
N: 0.2655 -1.4218 0.0474  -0.05
N: -1.4161 0.6660 -0.7559  0.02
C: -1.3829 -1.1630 1.7567  0.05
C: 3.4301 -2.5484 -1.7987  0.00
C: -0.5863 -2.0344 0.9694  -0.05
C: 1.5672 -3.9460 -2.6655  0.00
C: -3.1859 -0.5930 3.3801  0.00
C: 1.4121 -3.0128 -3.8655  0.00
C: 0.6874 -3.4950 -1.4831  0.00
C: -1.8186 -3.8641 2.0241  0.00
C: -1.9133 1.9286 -0.5629  0.00
C: -2.0358 -5.3514 2.1547  0.00
C: -0.8181 -3.4015 1.1723  0.00
C: 2.0042 5.9490 -0.4967  0.00
C: -3.6754 3.5427 -0.1092  0.00
C: -2.6158 -2.9699 2.7224  0.00
C: -5.4709 -3.6344 -0.6295  0.00
C: 5.3345 0.5663 1.8142  0.77
C: 3.2416 -1.5524 -2.9532  0.00
C: -1.3990 4.3252 -0.4104  0.01
C: 1.1899 3.6419 -0.9343  0.01
C: 3.4030 7.9800 -0.3237  0.00
C: 2.5445 -2.1282 -0.6256  -0.01
C: -2.3046 -0.3021 -0.8454  0.04
C: -2.7925 4.5620 -0.1464  -0.01
C: -4.5631 -1.3370 -0.6176  0.00
C: -2.3775 -1.6050 2.6079  0.02
C: -6.4456 -2.6953 -0.4855  0.00
C: 0.9023 4.9882 -0.6231  0.00
C: 1.7867 -1.5926 -3.4363  0.00
C: 3.0358 -3.9566 -2.2415  0.00
C: -0.4126 5.3225 -0.4082  0.00
C: -5.9226 -1.3772 -0.4809  0.00
C: 1.7090 2.6165 3.6545  0.00
C: -3.6829 -0.1587 -0.5997  -0.01
C: 3.2965 5.6768 -0.1518  0.00
C: 0.8480 -1.1669 -2.3055  0.02
C: -3.2623 2.1815 -0.3237  -0.01
C: 4.0998 6.8455 -0.0517  0.00
C: -4.1478 1.0945 -0.3013  0.03
C: 1.0573 -2.0635 -1.0464  0.00
C: -0.9823 3.0143 -0.6263  0.00
H: 1.0022 -0.1003 -2.0794  -0.01
H: 3.6600 -4.2842 -3.0794  0.00
H: -1.1195 -5.8515 2.4746  0.00
H: -2.3308 -5.7848 1.1955  0.00
H: -3.9057 -1.0805 4.0373  0.00
H: 2.8718 -1.1680 -0.2538  0.00
H: -6.5424 -0.4951 -0.3919  0.00
H: 4.4762 -2.5443 -1.4808  0.00
H: -3.4085 -3.3336 3.3675  0.00
H: -0.6888 6.3534 -0.2152  0.00
H: 3.9132 -1.8036 -3.7796  0.00
H: -0.2305 -4.1543 0.6784  0.00
H: 2.0630 -3.3476 -4.6794  0.00
H: 3.1874 -4.6612 -1.4175  0.00
H: -3.1213 5.5790 0.0306  0.00
H: 0.3814 -3.0301 -4.2350  0.00
H: -5.5754 -4.7076 -0.6660  0.00
H: 3.6382 4.6765 0.0808  0.00
H: -2.5248 0.0324 3.9836  0.00
H: -3.7338 0.0634 2.6971  0.00
H: 2.6271 -2.8405 0.2020  0.00
H: -2.8165 -5.5706 2.8829  0.00
H: 3.4881 -0.5444 -2.6071  0.00
H: 2.1938 3.3607 -1.2201  0.00
H: -4.7245 3.7296 0.0867  0.00
H: 3.7524 9.0006 -0.3194  0.00
H: 1.2589 -4.9574 -2.9449  0.00
H: 5.1466 6.8358 0.2171  0.00
H: -1.9060 -1.2723 -1.1089  0.01
H: -1.2237 -0.0867 1.7157  -0.02
H: -0.1873 -1.2784 -2.6429  0.01
H: -7.4954 -2.9297 -0.3834  0.00
H: 1.6577 -0.9110 -4.2814  0.00
H: -0.3730 -3.5487 -1.7557  0.00
H: -5.1935 1.2580 -0.0691  0.00
H: 0.8802 -4.2005 -0.6796  0.00

Cartesian forces (eV/Å) of the 2 atoms listed first:
0.2 -0.8 -0.5
-0.1 -0.2 0.2

Summary:
- ⟨S²⟩ = 2.0087
- total charge = 0
- frontier orbital gap (spin up / spin down) (eV) = 6.1 / 6.3
- multiplicity = 3
- calculated total energy (eV) = -138977.031
- strongest force on any atom (eV Å⁻¹) = 2.270
- LUMO energy (spin up / spin down) (Ha) = -0.036 / -0.038
- HOMO (spin up / spin down) (eV) = -7.04 / -7.30

***

Computed, not measured: C40H36O4PRhSTe as an isolated structure, with the ωB97M-V functional and the def2-TZVPD basis.

Last column: Mulliken spin population.
Element x y z (Å)
Te: -0.7468 2.6181 0.6366  0.74
Rh: 1.5211 -1.2740 0.0229  2.45
S: -0.5330 -0.7730 1.7898  0.04
P: 0.4113 -3.4053 -0.0691  0.27
O: 0.9257 -0.6456 2.0671  0.09
O: -1.3698 0.1463 2.4969  0.04
O: -0.6433 -0.6765 0.2937  0.12
O: 3.6015 -0.7674 -0.2061  0.07
C: -0.9320 -4.8007 1.9008  0.00
C: 1.8926 -7.1149 -0.8836  0.00
C: 2.6271 -4.8750 0.5876  0.05
C: 1.0766 -5.9938 -0.8928  0.01
C: 3.4342 -5.9993 0.5953  0.00
C: -5.0617 2.7402 0.6561  -0.02
C: 2.0424 3.9870 -1.1299  0.03
C: 2.7354 3.8994 0.0791  -0.01
C: 1.4764 5.3009 -1.5785  -0.01
C: -2.1333 -3.8616 3.7588  0.00
C: 4.1338 2.6996 1.7659  0.00
C: -2.7468 2.2855 0.2306  0.05
C: -1.0571 -3.4652 -3.8366  0.00
C: -3.0899 1.2772 -0.6715  0.01
C: -2.4342 -3.4387 -3.6479  0.01
C: -0.8491 4.6740 0.9000  0.05
C: -1.6985 6.8310 0.2842  -0.02
C: 3.2297 1.5844 -0.3432  0.01
C: -0.5695 -3.5329 1.4610  -0.04
C: -1.7268 5.4531 0.1442  0.00
C: -0.2110 -3.4634 -2.7411  0.02
C: -3.7288 3.0160 0.9048  0.01
C: -0.7421 -3.4411 -1.4490  0.00
C: 3.9479 0.3883 0.0613  0.01
C: 3.0655 -7.1181 -0.1416  0.01
C: -5.4100 1.7533 -0.2588  0.05
C: -0.9986 -2.4271 2.2099  -0.04
C: 2.4690 0.4979 -2.5489  0.05
C: -4.4279 1.0245 -0.9188  -0.02
C: -1.7089 -4.9647 3.0416  0.00
C: 0.0534 5.2667 1.7835  0.00
C: -2.9626 -3.4138 -2.3659  0.00
C: -0.8067 7.4243 1.1700  0.05
C: -1.7756 -2.5847 3.3442  0.00
C: 2.5200 1.6396 -1.5631  -0.01
C: 3.3525 2.7280 0.4790  0.01
C: 1.9383 2.8483 -1.9253  0.01
C: 1.4424 -4.8722 -0.1512  -0.05
C: 0.0658 6.6451 1.9206  -0.01
C: -2.1206 -3.4135 -1.2624  0.02
H: -0.7941 8.5006 1.2774  0.00
H: 2.9178 -4.0028 1.1649  -0.01
H: -4.0348 -3.4081 -2.2209  0.00
H: 4.8665 0.5293 0.6407  0.01
H: -2.7382 -3.9856 4.6464  0.00
H: 3.9804 3.6245 2.3178  0.00
H: 1.0028 5.8285 -0.7495  0.00
H: -5.8304 3.2924 1.1792  0.00
H: 3.6986 -7.9951 -0.1406  0.00
H: -1.9783 -5.9613 3.3638  0.00
H: -6.4541 1.5474 -0.4525  0.00
H: 2.2103 0.8739 -3.5365  0.00
H: 4.3502 -6.0034 1.1699  0.00
H: -2.3280 0.6914 -1.1679  -0.01
H: -3.4611 3.7779 1.6244  -0.01
H: 0.7331 4.6606 2.3716  -0.01
H: 2.8266 4.7838 0.6998  0.00
H: 1.6114 -7.9870 -1.4582  0.00
H: -2.3725 7.4428 -0.2998  0.00
H: 2.2797 5.9403 -1.9509  0.00
H: 5.2061 2.6172 1.5712  0.00
H: -2.4208 4.9958 -0.5492  0.00
H: 1.4329 2.9191 -2.8817  -0.01
H: -2.0964 -1.7126 3.8969  0.00
H: 3.4214 -0.0245 -2.6167  -0.01
H: 0.7520 5.1757 -2.3820  0.00
H: 1.7087 -0.2523 -2.2999  -0.03
H: 3.8455 1.8726 2.4150  0.00
H: -2.5413 -3.4008 -0.2651  0.00
H: -0.6449 -3.4961 -4.8361  0.00
H: 0.1634 -5.9947 -1.4749  0.00
H: -3.0951 -3.4484 -4.5041  0.00
H: -4.7058 0.2564 -1.6277  0.00
H: 0.7501 7.1117 2.6161  0.00
H: -0.6031 -5.6734 1.3506  0.00
H: 0.8631 -3.5016 -2.8916  -0.01

Cartesian forces (eV/Å) of the 2 atoms listed first:
0.0 0.1 0.0
0.1 0.0 0.0

Summary:
- ⟨S²⟩ = 6.0169
- total charge = +2
- frontier orbital gap (spin up / spin down) (eV) = 7.7 / 6.2
- multiplicity = 5
- calculated total energy (eV) = -80664.060
- strongest force on any atom (eV Å⁻¹) = 0.224
- LUMO energy (spin up / spin down) (Ha) = -0.207 / -0.288
- HOMO (spin up / spin down) (eV) = -13.35 / -14.02